Entry from the Open Molecules 2025 dataset: the molecule C5H8O2 (ωB97M-V/def2-TZVPD).

Geometry as XYZ:
```
15
C5H8O2 | the Open Molecules 2025 dataset | ωB97M-V/def2-TZVPD
C -1.491 -1.998 -0.288
C -0.251 -1.141 -0.230
C -0.267 0.168 -0.466
C 0.907 1.119 -0.337
O 0.550 2.416 -0.720
C 1.320 1.108 1.129
O 1.231 2.097 1.818
H -1.809 -2.175 -1.322
H -2.323 -1.507 0.229
H -1.330 -2.971 0.185
H 0.689 -1.638 0.018
H -1.201 0.666 -0.722
H 1.765 0.778 -0.937
H 0.540 2.935 0.103
H 1.669 0.141 1.539
```

Calculated values
- LUMO (eV) = 0.872
- Kohn-Sham gap (eV) = 10.5
- electronic energy (Eh) = -345.7556